{"formula": "C4H14IN3", "method": "wB97M-V/def2-TZVPD", "relative_energy_kcal_mol": 77.1, "spin_multiplicity": 1, "charge": 2, "species": ["C", "C", "C", "C", "N", "N", "N", "I", "H", "H", "H", "H", "H", "H", "H", "H", "H", "H", "H", "H", "H", "H"], "xyz": [[0.360728, 0.694101, -0.446030], [0.842138, 1.716289, 0.636694], [-0.084919, -1.386927, 1.043618], [-0.539298, -0.392125, 0.060266], [-0.838213, -1.777804, -1.923769], [1.121442, 2.906141, -0.173248], [-0.953347, -2.522531, 1.227977], [-2.550943, 0.330293, 0.294957], [1.329938, 0.092484, -0.691918], [-0.098327, 1.348959, -1.211623], [1.609569, 1.335223, 1.179648], [0.010654, 1.950628, 1.303111], [0.840361, -1.956704, 0.763937], [0.222816, -0.820707, 2.052838], [-0.042655, -1.917413, -2.522916], [-1.233770, -2.641759, -1.667079], [1.919273, 3.433520, 0.462994], [0.280216, 3.562661, -0.200190], [1.544597, 2.764478, -1.051811], [-1.877916, -2.349047, 1.390719], [-0.394381, -3.162294, 1.813704], [-1.467962, -1.207468, -2.341887]], "forces_ev_per_a": [[2.01, -1.59, 0.37], [-4.26, -0.89, -2.06], [0.90, -1.38, 0.79], [-1.50, 0.99, 0.03], [2.88, 0.24, 2.52], [1.93, 4.04, 4.90], [3.94, -0.22, -0.46], [1.00, -0.71, -0.23], [-1.53, 1.42, -0.61], [0.20, -1.23, -0.13], [2.67, -0.57, 1.38], [0.15, 0.18, 0.07], [-0.08, 1.43, -0.24], [-0.80, -0.44, -1.87], [0.36, -0.09, -0.15], [-0.58, -1.23, 0.53], [-2.34, -0.83, -2.22], [1.37, -0.95, -0.34], [0.50, -0.33, -1.62], [-2.71, 0.18, 1.27], [-1.63, 0.04, -0.22], [-2.50, 1.96, -1.72]], "lowdin_charge": [-0.252, -0.159, -0.358, -0.569, 0.199, 0.175, 0.033, 1.106, 0.174, 0.117, 0.107, 0.128, 0.158, 0.197, 0.093, 0.068, 0.272, 0.220, 0.145, 0.009, 0.125, 0.014]}

{"formula": "C41H53BrClF4NO16S", "method": "wB97M-V/def2-TZVPD", "spin_multiplicity": 1, "total_energy_ha": -6684.65401, "species": ["C", "C", "Cl", "C", "C", "C", "C", "C", "C", "O", "C", "O", "C", "C", "C", "O", "C", "F", "F", "F", "C", "S", "O", "O", "F", "C", "N", "C", "C", "C", "C", "Br", "C", "C", "O", "H", "H", "H", "H", "H", "H", "H", "H", "H", "H", "H", "H", "H", "H", "H", "H", "H", "H", "H", "H", "H", "H", "H", "O", "C", "O", "C", "C", "C", "H", "H", "H", "H", "H", "H", "O", "C", "O", "C", "C", "C", "H", "H", "H", "H", "H", "H", "O", "C", "O", "C", "C", "C", "H", "H", "H", "H", "H", "H", "O", "C", "O", "C", "C", "C", "H", "H", "H", "H", "H", "H", "O", "C", "O", "C", "C", "C", "H", "H", "H", "H", "H", "H"], "xyz": [[-2.639162, 4.145070, -3.605948], [-2.133853, 3.328351, -4.776130], [-3.523482, 2.726931, -5.729885], [-1.130727, 2.192337, -4.443240], [-1.260539, 1.524768, -3.107278], [-0.602423, 1.877687, -1.996150], [0.391994, 2.992084, -1.924598], [1.869955, 2.542135, -2.136103], [2.104013, 1.165396, -2.704408], [1.856141, 1.134852, -4.112639], [-0.865350, 1.176178, -0.708366], [-0.631340, 1.762023, 0.319789], [-1.392672, -0.229097, -0.768111], [-1.191499, -1.163434, 0.271876], [-0.426740, -0.805811, 1.534428], [-1.182232, -1.041468, 2.728442], [-2.283921, -0.299649, 2.949547], [-2.571592, -0.389783, 4.246030], [-2.122129, 0.992236, 2.636004], [-3.347437, -0.736589, 2.249160], [-1.704434, -2.468254, 0.095136], [-1.436504, -3.688664, 1.390641], [-0.105816, -3.556655, 1.875885], [-2.561395, -3.692470, 2.259720], [-1.423305, -5.033764, 0.633987], [-2.441263, -2.813477, -1.056228], [-3.018700, -4.121675, -1.137564], [-2.633214, -1.872897, -2.090750], [-3.396225, -2.279225, -3.317529], [-4.861711, -1.811636, -3.354515], [-5.276379, -1.646356, -4.798643], [-7.153826, -1.238767, -4.983912], [-2.091617, -0.595167, -1.931480], [-2.236650, 0.412462, -3.021441], [-3.120236, 0.344313, -3.838395], [-3.407880, 4.822768, -3.970712], [-1.853250, 4.774006, -3.192615], [-3.095686, 3.536881, -2.830025], [-1.604803, 4.005910, -5.439791], [-1.228680, 1.432793, -5.215594], [-0.135788, 2.619217, -4.531587], [0.323415, 3.465237, -0.951079], [0.138603, 3.756370, -2.653065], [2.356205, 3.283010, -2.767101], [2.374849, 2.592728, -1.171836], [3.157423, 0.918091, -2.557577], [1.534368, 0.396107, -2.182472], [1.245331, 0.417155, -4.302897], [0.418576, -1.476299, 1.621152], [-0.050430, 0.201715, 1.526826], [-2.636895, -4.612379, -1.937650], [-4.015307, -4.035446, -1.298272], [-2.887821, -1.886652, -4.195778], [-3.399027, -3.356875, -3.443599], [-5.533810, -2.491893, -2.832822], [-4.951017, -0.842022, -2.871486], [-4.715879, -0.836231, -5.251809], [-5.051450, -2.545231, -5.367895], [-1.316804, 0.118635, 9.894052], [-1.080048, -0.636625, 8.995778], [-1.046477, -1.977612, 9.172579], [-0.628639, -2.628896, 7.953013], [-0.938495, -1.640259, 6.840780], [-0.741646, -0.305308, 7.553257], [0.440518, -2.838294, 8.024808], [-1.167016, -3.568502, 7.857414], [-0.310212, -1.776222, 5.967228], [-1.979156, -1.741961, 6.529539], [0.297612, 0.027710, 7.517792], [-1.391054, 0.482142, 7.181195], [-1.509180, -1.314784, -5.581890], [-1.334098, -1.093094, -6.752531], [-0.320348, -1.636069, -7.437502], [-0.280929, -1.101540, -8.785935], [-1.697483, -0.607111, -9.052359], [-2.136981, -0.174169, -7.653558], [0.442007, -0.284757, -8.815291], [0.036191, -1.891669, -9.461790], [-1.732989, 0.183906, -9.797954], [-2.329440, -1.426600, -9.399139], [-1.851120, 0.854353, -7.428121], [-3.202102, -0.300343, -7.479040], [1.989688, -1.629485, 5.901377], [2.555796, -0.586599, 5.742062], [2.315002, 0.208463, 4.671224], [3.208758, 1.338192, 4.683967], [3.643745, 1.486821, 6.137652], [3.616135, 0.037904, 6.620400], [4.047018, 1.119019, 4.018557], [2.673865, 2.204454, 4.302253], [4.606184, 1.978988, 6.254269], [2.901282, 2.068899, 6.684728], [4.561493, -0.475793, 6.439523], [3.349734, -0.054487, 7.666933], [1.834353, 1.072576, -9.582024], [2.331389, 1.692204, -8.684661], [1.750914, 1.768322, -7.468752], [2.496460, 2.654087, -6.608162], [3.897843, 2.694683, -7.206967], [3.609815, 2.505269, -8.697176], [2.010197, 3.632345, -6.624660], [2.462965, 2.262685, -5.595787], [4.436780, 3.608499, -6.967626], [4.481152, 1.851631, -6.835559], [3.407968, 3.449988, -9.204198], [4.393451, 1.970160, -9.225192], [4.564373, 0.840237, 9.835565], [4.211902, -0.128966, 10.442613], [3.674658, -1.204977, 9.823911], [3.240916, -2.180104, 10.790777], [4.053352, -1.878847, 12.045575], [4.241794, -0.364582, 11.940410], [2.168230, -2.052488, 10.947984], [3.422771, -3.172455, 10.387000], [3.562672, -2.207951, 12.958523], [5.023249, -2.374133, 11.985919], [3.414232, 0.187104, 12.388456], [5.180976, -0.015539, 12.359115]], "forces_ev_per_a": [[-0.34, 0.18, -0.18], [0.40, -0.04, 0.24], [-0.16, 0.03, -0.15], [-0.25, 0.29, -0.09], [0.04, -0.09, 0.23], [0.14, 0.12, -0.30], [0.23, 0.16, -0.28], [-0.43, 0.23, 0.42], [0.57, -0.03, -0.18], [-0.34, -0.25, 0.47], [-0.06, -0.29, -0.24], [0.09, 0.17, 0.38], [-0.08, -0.60, 0.29], [-0.17, 0.10, -0.26], [0.20, -0.13, -0.17], [-0.11, 0.04, 0.10], [0.22, -0.14, -0.01], [-0.14, 0.03, -0.07], [0.00, 0.02, 0.05], [0.03, 0.07, 0.06], [-0.09, 0.09, -0.77], [-0.18, 0.75, 0.56], [-0.10, -0.11, -0.01], [0.25, -0.24, -0.31], [0.08, -0.35, -0.21], [0.12, 0.24, 0.43], [-0.08, 0.34, -0.04], [0.01, -0.21, 0.40], [-0.21, 0.00, -0.34], [0.01, 0.38, 0.15], [0.46, -0.22, -0.06], [-0.13, -0.01, -0.06], [0.19, -0.18, 0.26], [-0.02, 0.12, 0.07], [-0.25, 0.11, -0.18], [-0.06, 0.06, -0.01], [0.18, -0.15, 0.17], [0.09, -0.12, 0.11], [-0.08, -0.01, -0.24], [0.06, -0.07, -0.06], [0.13, -0.03, 0.06], [-0.11, 0.02, 0.12], [-0.03, -0.01, -0.12], [0.16, -0.03, -0.13], [0.08, -0.09, 0.08], [0.06, -0.06, 0.04], [-0.18, 0.00, -0.01], [-0.01, -0.07, -0.14], [0.02, -0.06, 0.13], [-0.19, 0.22, -0.04], [0.02, -0.16, 0.06], [-0.05, -0.03, 0.00], [-0.04, 0.04, 0.15], [0.16, -0.19, 0.12], [0.01, -0.17, 0.02], [-0.06, 0.02, 0.12], [-0.07, 0.17, 0.03], [-0.30, -0.13, -0.07], [-0.05, -0.01, 0.04], [0.19, 0.14, -0.02], [0.00, -0.08, -0.02], [0.08, -0.07, -0.14], [-0.13, 0.09, -0.03], [-0.25, -0.29, -0.12], [0.02, 0.04, -0.02], [-0.06, 0.01, 0.13], [0.07, -0.02, 0.02], [-0.02, -0.01, 0.05], [0.00, 0.05, 0.01], [0.09, 0.13, 0.07], [0.26, -0.01, -0.11], [0.01, 0.23, -0.05], [0.02, -0.07, -0.06], [-0.03, 0.18, -0.14], [-0.03, -0.03, 0.13], [0.00, -0.33, -0.29], [-0.13, -0.22, 0.03], [0.04, -0.08, 0.12], [0.07, 0.04, 0.04], [0.01, -0.01, -0.01], [-0.07, 0.03, 0.03], [0.00, 0.15, 0.18], [-0.04, 0.01, -0.05], [0.21, -0.16, 0.05], [-0.02, 0.06, -0.05], [0.06, 0.11, 0.05], [-0.03, -0.10, 0.02], [-0.18, 0.44, -0.07], [0.01, -0.03, 0.01], [-0.08, -0.06, -0.04], [0.03, -0.03, -0.05], [0.01, 0.02, 0.01], [0.00, -0.06, 0.06], [0.12, -0.18, 0.03], [0.16, 0.08, -0.10], [-0.07, 0.15, -0.14], [-0.04, -0.02, 0.09], [0.21, 0.21, 0.15], [-0.06, 0.00, -0.16], [0.13, -0.14, 0.38], [0.00, 0.06, -0.12], [-0.04, 0.00, -0.27], [-0.05, 0.04, -0.01], [0.00, -0.01, 0.03], [0.00, -0.01, -0.06], [-0.06, 0.05, -0.17], [0.06, -0.01, -0.06], [-0.12, 0.18, 0.12], [0.00, -0.10, -0.03], [-0.05, -0.07, 0.13], [0.03, 0.12, 0.00], [0.10, -0.39, -0.05], [0.00, 0.02, 0.01], [0.02, 0.04, -0.11], [-0.06, 0.03, -0.02], [0.00, -0.02, 0.00], [0.02, 0.06, 0.00], [-0.05, 0.16, 0.01]], "lowdin_charge": [-0.118, -0.689, 0.648, -0.142, -0.088, -0.099, -0.107, -0.136, -0.232, -0.082, -0.254, 0.121, 0.003, -0.066, -0.091, 0.042, -0.704, 0.178, 0.172, 0.165, -0.104, 0.673, -0.238, -0.220, -0.131, -0.189, 0.081, -0.057, -0.144, -0.276, -0.644, 0.636, 0.005, -0.256, 0.089, 0.071, 0.079, 0.085, 0.093, 0.091, 0.106, 0.114, 0.101, 0.114, 0.115, 0.118, 0.121, 0.098, 0.126, 0.114, 0.099, 0.100, 0.076, 0.111, 0.103, 0.106, 0.041, 0.069, 0.110, -0.490, 0.018, -0.143, -0.158, -0.063, 0.119, 0.124, 0.096, 0.114, 0.118, 0.125, 0.093, -0.472, 0.042, -0.128, -0.135, -0.074, 0.087, 0.129, 0.119, 0.117, 0.105, 0.120, 0.114, -0.480, 0.021, -0.154, -0.143, -0.069, 0.124, 0.122, 0.117, 0.120, 0.139, 0.095, 0.107, -0.478, 0.024, -0.153, -0.142, -0.068, 0.128, 0.087, 0.116, 0.120, 0.132, 0.126, 0.118, -0.486, 0.008, -0.144, -0.148, -0.069, 0.129, 0.126, 0.116, 0.117, 0.134, 0.124]}

Question: Which formula does entry 1 have?
Answer: C4H14IN3